(1)
13
Properties=species:S:1:pos:R:3:mulliken_charge:R:1 method="wB97M-V/def2-TZVPD" lumo_energy_ev=-0.2 smiles="C=C1C(=O)N=CN1N" e_homo_ev=-9.1 relative_energy_kj_mol=248.00 energy_ha=-394.873102 molar_mass_g_mol=111.104 gap_ev=8.927 largest_force_ev_per_a=2.13
C -1.367 -1.278 0.804 -0.785
C -0.458 -0.469 0.266 0.375
C -0.057 -0.451 -1.181 0.483
O -0.365 -1.228 -2.031 -0.505
N 0.931 0.559 -1.362 -0.635
C 1.078 1.074 -0.177 0.053
N 0.331 0.512 0.839 0.261
N 0.016 1.030 2.118 -0.717
H -1.596 -1.310 1.907 0.296
H -1.888 -1.871 0.032 0.295
H 1.724 1.947 0.131 0.366
H 0.909 1.113 2.691 0.269
H -0.355 1.979 2.055 0.246



(2)
78
Properties=species:S:1:pos:R:3:lowdin_spin:R:1 method="wB97M-V/def2-TZVPD" lumo_energy_ev="-2.4 / -3.7" e_homo_ev="-8.9 / -9.7" s_squared=6.07 relative_energy_kj_mol=127.08 energy_ha=-6218.112730 charge=+1 molar_mass_g_mol=824.091 gap_ev="6.500 / 6.043" spin_multiplicity=5 largest_force_ev_per_a=2.30
Co -0.277 0.095 0.082 2.141
O 1.592 -0.848 0.349 0.213
C 1.630 0.325 0.002 0.239
C 2.365 1.487 0.165 0.035
C 3.763 1.564 -0.029 0.065
C 4.379 2.786 0.054 -0.005
C 3.651 3.948 0.319 0.079
C 2.273 3.900 0.461 -0.005
C 1.622 2.683 0.377 0.068
P -0.146 2.335 0.514 0.027
C -0.549 2.421 2.285 0.008
C 0.402 2.560 3.287 0.006
C -0.003 2.586 4.610 0.000
C -1.341 2.450 4.942 0.004
C -2.294 2.335 3.940 0.000
C -1.899 2.326 2.619 0.006
C -0.871 3.896 -0.094 0.012
C -0.955 4.979 0.778 0.002
C -1.314 6.226 0.303 0.001
C -1.592 6.405 -1.042 0.000
C -1.532 5.325 -1.907 0.000
C -1.172 4.072 -1.440 0.001
H 4.310 0.666 -0.265 0.004
H 5.443 2.851 -0.107 -0.002
H 4.166 4.892 0.386 0.005
H 1.710 4.809 0.617 -0.002
H 1.449 2.669 3.033 0.001
H 0.730 2.708 5.392 0.000
H -1.645 2.456 5.978 0.000
H -3.342 2.255 4.191 0.000
H -2.625 2.264 1.819 0.000
H -0.733 4.846 1.827 0.000
H -1.364 7.062 0.984 0.000
H -1.846 7.387 -1.415 0.000
H -1.755 5.464 -2.953 0.000
H -1.112 3.236 -2.124 0.000
Te 2.126 -0.764 3.170 0.748
C 1.623 -0.459 5.205 0.072
C 2.152 0.600 5.937 0.026
C 1.714 0.849 7.225 0.000
C 0.721 0.065 7.789 0.015
C 0.213 -1.011 7.080 -0.001
C 0.678 -1.281 5.808 0.022
H 2.922 1.221 5.503 0.006
H 2.133 1.672 7.787 0.000
H 0.354 0.281 8.780 0.001
H -0.556 -1.635 7.508 0.000
H 0.310 -2.146 5.276 0.003
Br -0.925 0.200 -2.481 0.044
C -2.610 0.255 -1.585 0.003
C -3.795 0.319 -2.291 0.001
C -4.975 0.313 -1.562 -0.001
C -4.901 0.221 -0.178 0.001
C -3.659 0.164 0.426 0.002
N -2.520 0.201 -0.263 0.030
H -3.786 0.362 -3.366 0.001
H -5.927 0.372 -2.067 0.000
H -5.794 0.189 0.425 0.000
H -3.570 0.078 1.500 0.000
O -0.823 -1.956 0.092 0.030
C -0.475 -2.788 0.915 0.012
C -0.415 -4.254 0.612 0.002
C -1.477 -4.892 1.542 0.000
C -2.680 -3.967 1.830 0.000
C -2.510 -3.029 3.041 0.000
C -1.488 -1.897 2.846 0.009
N -0.287 -2.458 2.243 0.064
H 0.574 -4.676 0.801 0.001
H -0.653 -4.405 -0.442 0.000
H -1.019 -5.189 2.488 0.000
H -1.840 -5.802 1.065 0.000
H -3.550 -4.593 2.042 0.000
H -2.918 -3.391 0.932 0.000
H -2.207 -3.636 3.899 0.000
H -3.479 -2.583 3.275 0.000
H -1.239 -1.418 3.796 0.002
H -1.858 -1.118 2.172 0.002
H 0.066 -3.232 2.800 0.003



(3)
67
Properties=species:S:1:pos:R:3:mulliken_charge:R:1 method="wB97M-V/def2-TZVPD" lumo_energy_ev=2.5 e_homo_ev=-5.5 energy_ha=-4297.033983 charge=-1 molar_mass_g_mol=502.360 gap_ev=7.953 largest_force_ev_per_a=1.12
C 1.809 -2.692 0.279 -0.633
C 2.478 -1.415 -0.150 0.547
O 3.524 -1.444 -0.761 -0.692
N 1.863 -0.188 0.086 0.554
C 2.805 0.935 0.134 -1.129
N 0.889 -0.117 1.122 -0.308
C -0.524 -0.159 0.713 -0.038
C -1.227 -1.226 1.591 0.483
O -1.534 -2.281 1.002 -0.714
O -1.339 -0.920 2.807 -0.889
P -0.751 -0.701 -1.037 0.150
O -0.229 0.644 -1.877 -0.451
Br -2.929 -0.178 -1.159 -0.334
H 1.090 -3.012 -0.469 0.276
H 1.292 -2.626 1.231 0.281
H 2.596 -3.430 0.387 -0.014
H 3.733 0.642 0.617 0.265
H 3.006 1.344 -0.853 0.268
H 2.335 1.715 0.726 0.385
H 1.079 -0.783 1.854 0.115
H -0.986 0.810 0.905 0.556
H 0.623 0.386 -2.250 0.263
C 4.559 -6.342 -0.845 -0.987
C 4.336 -6.090 0.635 -0.276
O 2.964 -5.880 0.942 -0.480
H 4.180 -5.505 -1.430 0.263
H 5.619 -6.474 -1.066 0.325
H 4.028 -7.242 -1.167 0.317
H 4.854 -5.183 0.945 0.273
H 4.728 -6.924 1.230 0.315
H 2.472 -6.667 0.688 0.275
C -2.253 3.868 -2.638 -0.862
C -2.890 3.348 -3.913 -0.079
O -1.935 3.260 -4.973 -0.541
H -1.808 4.850 -2.811 0.303
H -2.986 3.949 -1.835 0.288
H -1.458 3.195 -2.308 0.176
H -3.675 4.022 -4.255 0.181
H -3.337 2.364 -3.744 0.198
H -1.247 2.651 -4.684 0.310
C 4.412 0.657 4.834 -1.249
C 3.811 0.309 3.485 0.024
O 4.808 -0.059 2.531 -0.515
H 5.127 1.474 4.730 0.321
H 3.636 0.957 5.540 0.348
H 4.944 -0.200 5.254 0.333
H 3.291 1.166 3.064 0.278
H 3.083 -0.503 3.592 0.183
H 5.262 -0.836 2.870 0.274
C -3.885 7.864 -5.740 -1.049
C -4.667 6.820 -4.962 -0.025
O -5.115 5.768 -5.810 -0.531
H -4.501 8.278 -6.538 0.268
H -3.558 8.677 -5.090 0.324
H -3.001 7.416 -6.199 0.321
H -5.554 7.264 -4.513 0.290
H -4.052 6.406 -4.155 0.103
H -4.334 5.358 -6.198 0.316
C -4.074 -3.927 4.234 -0.892
C -4.249 -2.461 4.592 -0.240
O -3.033 -1.856 4.981 -0.528
H -3.657 -4.475 5.082 0.256
H -5.026 -4.384 3.954 0.312
H -3.382 -4.029 3.396 0.239
H -4.934 -2.354 5.437 0.289
H -4.677 -1.920 3.739 0.253
H -2.426 -1.913 4.221 0.357



(4)
17
Properties=species:S:1:pos:R:3:mulliken_charge:R:1 method="wB97M-V/def2-TZVPD" lumo_energy_ev=0.9 smiles=OC[C@H]1CCCO1 e_homo_ev=-9.5 relative_energy_kj_mol=147.32 energy_ha=-346.969321 molar_mass_g_mol=102.133 gap_ev=10.334 largest_force_ev_per_a=0.33
O -1.133 1.625 0.087 -0.538
C -0.809 1.048 -1.165 -0.800
C 0.126 -0.165 -1.071 0.450
C 1.237 0.042 -0.029 -1.032
C 0.582 -0.465 1.276 -0.486
C -0.612 -1.311 0.777 -0.350
O -0.530 -1.343 -0.641 -0.487
H -0.303 1.816 0.538 0.320
H -0.353 1.803 -1.830 0.320
H -1.759 0.729 -1.599 0.370
H 0.506 -0.380 -2.077 0.400
H 1.584 1.083 0.004 0.357
H 2.111 -0.569 -0.276 0.325
H 0.215 0.342 1.919 0.256
H 1.287 -1.053 1.869 0.335
H -1.561 -0.857 1.084 0.233
H -0.587 -2.347 1.133 0.328



(5)
45
Properties=species:S:1:pos:R:3:mulliken_charge:R:1 method="wB97M-V/def2-TZVPD" lumo_energy_ev=0.5 smiles="CCCCCCC(=O)N(O)[C@@H]1CC(=O)N(c2ccc(Br)cc2)C1=O" e_homo_ev=-8.9 relative_energy_kj_mol=0.00 energy_ha=-3644.898701 molar_mass_g_mol=397.269 gap_ev=9.455 largest_force_ev_per_a=0.85
C -3.552 1.478 3.256 -1.136
C -2.823 0.157 3.037 -0.417
C -3.199 -0.531 1.724 -0.800
C -2.696 0.222 0.493 0.308
C -2.944 -0.569 -0.790 -0.963
C -2.462 0.178 -2.042 -0.778
C -0.971 0.369 -1.961 0.296
O -0.154 -0.521 -2.091 -0.601
N -0.523 1.633 -1.721 0.330
O -1.369 2.688 -1.419 -0.497
C 0.890 1.838 -1.466 -0.117
C 1.793 1.649 -2.680 -0.808
C 2.825 0.625 -2.256 0.357
O 3.785 0.266 -2.876 -0.579
N 2.490 0.178 -0.982 0.328
C 3.175 -0.872 -0.322 0.366
C 3.465 -0.761 1.032 -0.227
C 4.126 -1.788 1.680 -0.683
C 4.498 -2.912 0.962 0.089
Br 5.417 -4.320 1.850 -0.201
C 4.214 -3.031 -0.388 -0.655
C 3.544 -2.008 -1.032 -0.310
C 1.369 0.779 -0.464 0.190
O 0.853 0.553 0.598 -0.658
H -3.312 1.881 4.237 0.365
H -3.266 2.216 2.511 0.258
H -4.629 1.333 3.201 0.288
H -1.744 0.326 3.053 0.229
H -3.065 -0.517 3.862 0.360
H -4.285 -0.641 1.667 0.353
H -2.763 -1.532 1.719 0.396
H -3.207 1.186 0.424 0.159
H -1.622 0.392 0.613 -0.091
H -2.417 -1.523 -0.732 0.375
H -4.011 -0.776 -0.893 0.432
H -2.968 1.138 -2.143 0.363
H -2.671 -0.432 -2.922 0.384
H -1.638 2.617 -0.485 0.361
H 0.991 2.833 -1.023 0.638
H 1.239 1.239 -3.525 0.268
H 2.283 2.565 -3.010 0.390
H 3.168 0.118 1.581 0.402
H 4.353 -1.714 2.732 0.413
H 4.508 -3.916 -0.930 0.419
H 3.308 -2.090 -2.080 0.403



(6)
21
Properties=species:S:1:pos:R:3:mulliken_charge:R:1 method="wB97M-V/def2-TZVPD" lumo_energy_ev=-3.1 e_homo_ev=-14.6 relative_energy_kj_mol=94.47 energy_ha=-324.828862 charge=+1 molar_mass_g_mol=104.177 gap_ev=11.499 largest_force_ev_per_a=3.34
C 0.585 -2.503 0.270 -0.683
C -0.851 -2.624 0.771 -0.845
H 0.677 -2.107 -0.736 0.237
H 1.241 -2.120 1.067 0.113
H 0.702 -3.538 -0.028 0.390
H -1.319 -3.504 0.266 0.311
H -1.422 -1.722 0.558 0.177
H -0.888 -2.974 1.782 0.308
C -1.727 1.628 -0.693 -1.110
C 0.520 1.059 -0.046 0.692
N -0.718 1.401 0.317 -0.181
N 0.868 0.899 -1.388 -0.347
N 1.494 0.709 0.828 -0.442
H -1.012 1.083 1.235 0.295
H 0.340 1.400 -2.060 0.242
H 1.854 0.742 -1.517 0.239
H 1.422 0.797 1.827 0.234
H 2.171 0.014 0.487 0.227
H -1.476 2.585 -1.151 0.443
H -2.718 1.816 -0.291 0.332
H -1.954 0.867 -1.440 0.370